Entry 1:
DFT (wB97M-V/def2-TZVPD) results for C2H4N4O in the gas phase in a non-equilibrium geometry.

Kohn-Sham gap: 11.12 eV
ΔE to the lowest compared entry with this formula, charge and spin: 275.29 kJ/mol
Total energy: -10144.282 eV
Molecular weight: 100.08 g mol⁻¹

Geometry as ORCA input:
```
! RIJCOSX wB97M-V def2-TZVPD def2/J DEFGRID3
* xyz 0 1
O 0.985 -1.172 -1.182
C 1.320 -0.166 -0.289
C 0.017 0.335 0.235
N -0.301 1.502 0.546
N -1.636 1.554 0.843
N -2.032 0.383 0.904
N -1.054 -0.407 0.528
H 0.280 -0.842 -1.937
H 1.713 0.789 -0.786
H 1.966 -0.540 0.512
H -1.259 -1.436 0.625
*
```

---

Entry 2:
DFT (wB97M-V/def2-TZVPD) results for 16 unconnected molecules or ions with the total composition C83H210N12O29 in a non-equilibrium geometry.

Kohn-Sham gap: 8.93 eV
Total energy: -166717.291 eV
Molecular weight: 1840.65 g mol⁻¹

Geometry as ORCA input:
```
! RIJCOSX wB97M-V def2-TZVPD def2/J DEFGRID3
* xyz 0 1
C -1.845 -10.793 -4.076
O -2.278 -9.531 -4.468
C -1.375 -8.511 -4.045
C -1.910 -7.237 -4.717
N -0.991 -6.131 -4.376
C -1.418 -4.994 -5.168
C -0.656 -3.714 -4.900
O 0.752 -3.755 -5.106
C 1.054 -3.925 -6.469
H -2.711 -11.504 -4.020
H -1.433 -10.740 -3.053
H -0.991 -11.101 -4.711
H -0.390 -8.638 -4.527
H -1.335 -8.488 -2.984
H -2.870 -6.920 -4.339
H -1.991 -7.347 -5.812
H -0.058 -6.394 -4.710
H -2.453 -4.755 -4.801
H -1.506 -5.205 -6.255
H -0.775 -3.340 -3.901
H -1.057 -2.949 -5.581
H 0.629 -4.772 -6.977
H 2.135 -3.948 -6.575
H 0.718 -3.130 -7.089
C -2.994 1.828 1.363
O -1.795 1.116 0.975
C -1.660 -0.167 1.551
C -0.231 -0.637 1.344
N 0.115 -0.901 -0.003
C 1.416 -1.627 -0.092
C 1.608 -1.967 -1.569
O 1.632 -0.754 -2.230
C 1.574 -0.824 -3.642
H -3.901 1.237 1.040
H -3.077 2.746 0.777
H -3.118 2.081 2.415
H -2.330 -0.845 1.054
H -1.995 -0.182 2.591
H -0.076 -1.527 1.869
H 0.378 0.135 1.832
H 0.301 -0.005 -0.453
H 1.348 -2.569 0.491
H 2.253 -1.046 0.292
H 0.760 -2.549 -1.976
H 2.544 -2.570 -1.668
H 2.573 -1.129 -4.099
H 1.239 0.138 -4.009
H 0.845 -1.520 -4.004
C 5.393 2.186 -4.621
O 4.715 1.610 -5.708
C 3.360 1.963 -5.676
C 2.613 1.668 -6.987
N 2.591 0.299 -7.452
C 2.420 0.116 -8.888
C 2.163 -1.311 -9.281
O 3.311 -2.141 -8.933
C 3.169 -3.422 -9.537
H 5.418 3.277 -4.582
H 6.454 1.910 -4.737
H 5.131 1.669 -3.671
H 3.271 2.999 -5.489
H 2.933 1.520 -4.792
H 2.933 2.408 -7.732
H 1.605 1.961 -6.779
H 3.439 -0.158 -7.143
H 3.210 0.595 -9.457
H 1.493 0.643 -9.225
H 1.974 -1.356 -10.352
H 1.273 -1.725 -8.745
H 4.134 -3.906 -9.578
H 2.831 -3.301 -10.554
H 2.509 -4.117 -8.999
C -4.932 -8.477 -2.377
O -4.758 -7.923 -1.111
C -4.625 -8.897 -0.032
C -4.543 -8.225 1.337
N -3.286 -7.465 1.531
C -3.279 -6.636 2.744
C -1.889 -5.982 2.873
O -1.712 -5.042 1.912
C -0.394 -4.614 1.635
H -5.854 -9.101 -2.404
H -4.152 -9.082 -2.766
H -5.056 -7.634 -3.071
H -3.682 -9.442 -0.163
H -5.518 -9.514 0.007
H -4.529 -8.947 2.111
H -5.492 -7.651 1.381
H -3.189 -6.771 0.760
H -3.420 -7.333 3.600
H -4.043 -5.885 2.660
H -1.149 -6.765 2.894
H -1.896 -5.641 3.889
H -0.448 -3.910 0.802
H 0.129 -5.487 1.264
H 0.077 -4.108 2.477
C 2.390 1.773 -0.487
O 3.025 3.018 -0.646
C 2.280 4.128 -0.082
C 2.852 5.394 -0.711
N 4.173 5.651 -0.160
C 4.732 6.864 -0.810
C 6.124 7.105 -0.346
O 6.894 5.958 -0.533
C 8.028 5.981 0.311
H 3.121 1.037 -0.863
H 1.522 1.727 -1.079
H 2.159 1.488 0.557
H 2.517 4.110 0.980
H 1.220 4.018 -0.249
H 2.203 6.180 -0.401
H 2.799 5.233 -1.855
H 4.819 4.907 -0.364
H 4.076 7.704 -0.578
H 4.687 6.874 -1.928
H 6.168 7.232 0.725
H 6.496 7.995 -0.885
H 8.512 6.960 0.335
H 8.723 5.181 -0.053
H 7.704 5.607 1.309
C 2.878 5.842 3.485
O 1.808 6.771 3.411
C 2.283 8.072 3.507
C 1.300 8.914 2.722
N 0.945 8.280 1.484
C -0.277 8.868 0.883
C -0.627 8.208 -0.495
O -0.819 6.832 -0.192
C -0.738 6.058 -1.331
H 3.354 5.926 4.499
H 3.589 6.055 2.695
H 2.426 4.861 3.366
H 3.287 8.104 3.089
H 2.377 8.388 4.543
H 1.728 9.910 2.509
H 0.428 9.020 3.348
H 0.799 7.298 1.691
H -0.041 9.962 0.776
H -1.167 8.803 1.511
H 0.277 8.343 -1.100
H -1.526 8.636 -0.895
H -0.948 4.983 -1.097
H 0.263 6.083 -1.773
H -1.497 6.382 -2.077
C -10.215 -5.744 6.823
O -10.324 -4.431 6.287
C -9.192 -3.654 6.551
C -7.950 -3.985 5.731
N -8.352 -3.794 4.335
C -7.232 -4.095 3.423
C -6.248 -2.957 3.373
O -5.017 -3.486 2.892
C -4.112 -2.413 2.795
H -9.334 -6.295 6.466
H -11.154 -6.264 6.576
H -10.192 -5.701 7.917
H -9.009 -3.738 7.654
H -9.470 -2.622 6.339
H -7.482 -4.924 5.923
H -7.194 -3.162 5.969
H -9.110 -4.397 4.096
H -7.674 -4.430 2.482
H -6.767 -5.007 3.743
H -6.055 -2.606 4.387
H -6.588 -2.084 2.834
H -4.534 -1.721 2.072
H -3.155 -2.790 2.505
H -3.958 -1.851 3.738
C 1.489 5.231 7.383
O 0.734 3.999 7.353
C 1.588 2.842 7.359
C 0.660 1.728 6.762
N -0.039 2.185 5.566
C 0.824 2.349 4.379
C 0.040 2.735 3.154
O -0.546 3.993 3.433
C -1.158 4.593 2.256
H 1.564 5.625 8.417
H 0.889 5.988 6.796
H 2.480 5.111 6.973
H 1.977 2.587 8.331
H 2.460 2.937 6.716
H -0.040 1.434 7.532
H 1.183 0.805 6.447
H -0.480 3.053 5.698
H 1.337 1.397 4.128
H 1.663 3.055 4.575
H -0.723 1.963 2.930
H 0.737 2.724 2.292
H -0.629 4.206 1.346
H -1.062 5.668 2.358
H -2.203 4.307 2.195
C 9.356 1.631 1.422
O 8.741 1.280 0.193
C 7.482 1.904 0.048
C 6.727 1.222 -1.051
N 6.315 -0.082 -0.690
C 5.640 -0.824 -1.798
C 5.352 -2.195 -1.486
O 6.617 -2.807 -1.230
C 6.529 -4.106 -0.758
H 9.122 2.665 1.683
H 10.407 1.455 1.415
H 8.945 1.011 2.245
H 7.654 2.964 -0.279
H 6.910 1.847 0.943
H 7.370 1.090 -1.924
H 5.808 1.853 -1.300
H 7.104 -0.683 -0.413
H 6.373 -0.794 -2.639
H 4.692 -0.328 -2.124
H 4.845 -2.665 -2.260
H 4.785 -2.208 -0.551
H 7.530 -4.440 -0.924
H 5.852 -4.672 -1.419
H 6.272 -4.266 0.275
C 0.682 6.234 -5.485
O 0.215 5.358 -4.446
C 1.122 4.236 -4.369
C 0.659 3.355 -3.213
N -0.730 2.997 -3.263
C -1.140 2.153 -2.101
C -2.568 1.657 -2.324
O -3.354 2.835 -2.387
C -4.713 2.466 -2.263
H -0.160 6.791 -5.862
H 1.036 5.635 -6.317
H 1.461 6.897 -5.208
H 2.197 4.567 -4.236
H 1.059 3.671 -5.311
H 0.891 3.924 -2.310
H 1.352 2.475 -3.122
H -1.328 3.799 -3.478
H -0.999 2.650 -1.129
H -0.409 1.330 -2.152
H -2.808 1.052 -1.374
H -2.628 1.084 -3.228
H -5.030 1.767 -3.090
H -5.341 3.349 -2.510
H -5.042 1.996 -1.293
C 3.113 -0.730 9.216
O 3.024 -0.657 7.842
C 4.209 -0.167 7.237
C 4.164 -0.157 5.755
N 4.213 -1.508 5.204
C 4.503 -1.643 3.809
C 3.583 -0.944 2.798
O 3.513 0.462 2.908
C 4.628 1.071 2.328
H 2.202 -1.242 9.553
H 3.197 0.218 9.770
H 3.992 -1.375 9.491
H 4.987 -0.846 7.589
H 4.426 0.813 7.641
H 4.995 0.386 5.297
H 3.315 0.446 5.474
H 3.421 -2.066 5.531
H 4.480 -2.727 3.542
H 5.549 -1.296 3.644
H 2.563 -1.337 2.904
H 3.884 -1.279 1.837
H 4.789 0.791 1.301
H 5.557 0.830 2.863
H 4.510 2.158 2.385
C -4.823 2.416 4.271
O -5.812 2.420 3.224
C -7.049 1.814 3.531
C -7.846 1.686 2.201
N -8.471 2.886 1.576
C -9.148 3.740 2.494
C -10.277 4.527 1.859
O -9.825 5.382 0.876
C -10.708 6.432 0.575
H -4.044 3.113 3.973
H -4.431 1.386 4.392
H -5.272 2.735 5.248
H -7.611 2.331 4.296
H -6.884 0.842 3.960
H -8.627 0.922 2.316
H -7.093 1.212 1.531
H -7.704 3.358 1.126
H -8.471 4.468 2.917
H -9.571 3.176 3.365
H -10.766 5.098 2.638
H -11.021 3.881 1.367
H -10.873 7.017 1.524
H -11.681 6.033 0.243
H -10.265 7.045 -0.208
C -1.264 -0.049 -7.217
C -1.325 0.546 -5.762
O -0.155 1.197 -5.349
O -0.175 -0.955 -7.146
H -1.132 0.722 -8.000
H -2.208 -0.639 -7.383
H -1.540 -0.274 -5.022
H -2.194 1.251 -5.752
H -0.382 1.870 -4.645
H 0.579 -0.443 -6.785
C -4.033 -2.496 -0.727
C -2.553 -2.748 -1.024
C -2.313 -4.110 -1.624
O -1.956 -1.755 -1.852
H -4.650 -2.457 -1.655
H -4.118 -1.564 -0.171
H -4.354 -3.326 -0.088
H -2.058 -2.785 -0.036
H -1.246 -4.360 -1.819
H -2.800 -4.165 -2.611
H -2.754 -4.914 -1.018
H -1.175 -1.405 -1.390
C 7.417 -3.803 -5.953
C 6.016 -3.581 -6.422
C 5.188 -2.609 -5.605
O 6.149 -3.085 -7.731
H 7.950 -2.833 -5.858
H 7.983 -4.432 -6.638
H 7.335 -4.331 -5.004
H 5.368 -4.525 -6.474
H 4.268 -2.377 -6.180
H 5.677 -1.635 -5.527
H 5.011 -3.057 -4.641
H 5.294 -2.681 -7.934
C -0.303 -2.042 7.490
C -0.696 -2.582 6.077
C -0.280 -1.649 4.983
O 0.060 -3.813 5.831
H 0.770 -1.835 7.608
H -0.549 -2.736 8.277
H -0.759 -1.046 7.732
H -1.770 -2.703 5.907
H -0.846 -0.721 5.135
H -0.606 -2.006 4.033
H 0.800 -1.491 5.021
H -0.176 -4.398 6.560
*
```

---

Entry 3:
DFT (wB97M-V/def2-TZVPD) results for 2 unconnected molecules or ions with the total composition C5H14NO4S.

Kohn-Sham gap: 8.95 eV
ΔE to the lowest compared entry with this formula, charge and spin: 123.93 kJ/mol
Total energy: -25918.856 eV
Molecular weight: 184.24 g mol⁻¹

Geometry as ORCA input:
```
! RIJCOSX wB97M-V def2-TZVPD def2/J DEFGRID3
* xyz 1 1
C 2.689 -0.378 0.135
C 1.256 -0.405 -0.419
C 0.438 0.786 0.117
C -0.826 0.937 -0.685
C -2.484 -1.083 0.290
N -3.732 -1.286 -0.045
O 2.646 -0.213 1.539
O 0.545 -1.567 -0.057
O 0.075 0.559 1.483
O -2.206 -0.541 1.411
S -1.831 2.260 -0.187
H 3.228 0.450 -0.346
H 3.198 -1.317 -0.127
H 1.323 -0.325 -1.514
H 1.079 1.686 0.088
H -0.665 1.011 -1.752
H -1.695 -1.423 -0.374
H -4.469 -0.991 0.584
H -2.053 1.857 1.095
H -3.985 -1.777 -0.888
H 3.538 -0.080 1.877
H 1.090 -2.343 -0.250
H 0.864 0.188 1.918
H -1.194 -0.261 1.503
H -1.083 3.322 0.296
*
```